{
  "formula": "C9H10N2OPb",
  "method": "the ωB97M-V functional and the def2-TZVPD basis",
  "gap_ev": [6.926, 6.542],
  "total_charge": 0,
  "e_homo_ev": [-8.58, -7.42],
  "elements": ["C", "C", "C", "C", "C", "Pb", "C", "C", "C", "N", "H", "H", "H", "H", "H", "H", "H", "H", "H", "H", "O", "C", "N"],
  "xyz": [[-0.6005, -1.0552, -1.6782], [0.7067, -0.4859, -1.8929], [0.5467, 0.9467, -2.0660], [-0.8695, 1.2445, -1.9651], [-1.5671, 0.0085, -1.7207], [-0.0057, 0.5301, 0.3161], [2.0809, 0.0178, 1.0903], [1.4943, -1.2020, 1.2475], [1.2603, -2.4764, 1.4717], [-1.2262, -0.6407, 1.5326], [1.3577, 1.6762, -2.2209], [1.6646, -1.0325, -1.8794], [-1.3168, 2.2520, -2.0127], [-2.6541, -0.0982, -1.5554], [-0.8076, -2.1218, -1.4842], [2.6186, 0.2586, 0.1582], [-1.7777, -1.2776, 2.1051], [2.0779, 0.7659, 1.9037], [2.0487, -3.1650, 1.8014], [0.2596, -2.9035, 1.3246], [-2.3181, 3.7983, 2.4343], [-1.7751, 2.9163, 1.8581], [-1.1977, 2.0442, 1.2320]],
  "forces_ev_per_a": [[0.407, 0.437, -0.483], [-0.606, -0.038, -0.547], [-0.278, -0.461, -0.504], [-0.142, -0.647, -0.353], [0.433, 0.269, -0.541], [-2.478, 2.069, 0.081], [0.432, -1.031, 0.496], [2.762, -1.686, 1.403], [-0.378, 0.690, -0.342], [0.012, -0.949, 0.609], [-0.590, -0.496, 0.018], [-0.695, 0.357, -0.102], [0.324, -0.801, 0.039], [0.914, 0.108, -0.100], [0.123, 0.849, -0.135], [-0.182, -0.167, 0.620], [0.027, 0.195, -0.260], [0.285, -0.613, -0.301], [-0.179, 0.412, -0.097], [0.397, 0.218, 0.053], [0.163, -0.573, -0.194], [1.202, -1.072, -1.158], [-1.954, 2.932, 1.799]]
}

***

{
  "formula": "C9H10N3",
  "method": "the ωB97M-V functional and the def2-TZVPD basis",
  "gap_ev": 8.655,
  "de_lowest_kcal_mol": 84.2,
  "total_charge": 1,
  "e_homo_ev": -13.64,
  "elements": ["C", "C", "C", "C", "C", "C", "C", "C", "C", "N", "N", "N", "H", "H", "H", "H", "H", "H", "H", "H", "H", "H"],
  "xyz": [[2.4485, -0.4898, -2.1873], [-1.5422, -1.6330, 0.4185], [2.1804, -0.6597, -0.8026], [-0.7222, -2.5279, 0.2601], [1.5892, 0.4957, -2.8409], [0.3201, 0.5983, -0.8890], [-0.8070, 0.3280, 2.2957], [-1.7729, 1.5911, 2.1788], [-1.1140, 0.9792, 1.0431], [0.5067, 0.9539, -2.1617], [1.1292, -0.1558, -0.1655], [-0.7165, 1.2199, -0.1595], [3.1041, -1.0527, -2.7060], [-2.5843, -1.2851, 0.4736], [2.8060, -1.3725, -0.1810], [0.1376, -3.1025, 0.0269], [1.6893, 0.7099, -3.8990], [0.2651, 0.2234, 2.6130], [-1.2643, -0.6387, 2.5205], [-2.8196, 1.4411, 2.3409], [-1.4759, 2.5829, 2.5579], [-1.3572, 1.7942, -0.7363]],
  "forces_ev_per_a": [[-4.314, 3.755, 1.917], [-0.666, -2.676, -0.677], [0.931, -1.722, -0.612], [-1.151, 2.234, 0.067], [-0.138, -2.696, 2.470], [2.654, -0.581, -0.958], [0.603, 0.094, -0.033], [0.809, -0.099, 0.646], [1.169, -0.032, 0.330], [-0.043, 0.488, -0.028], [0.094, 0.507, -0.028], [-2.111, 0.517, -0.645], [2.461, -1.439, -1.429], [1.141, -0.025, 0.054], [-0.653, 1.037, -0.883], [0.123, -0.342, 0.143], [-0.092, 0.348, 0.192], [-1.041, 0.971, -0.171], [-0.339, 0.506, -0.229], [-0.461, -0.532, 0.148], [0.181, -0.435, -0.644], [0.844, 0.121, 0.369]]
}

***

E: -19760.7607 -13953.7473 (eV)